ORCA calculation (ωB97M-V with the def2-TZVPD basis set) on C22H37BrIrNP as an isolated structure.

Structure (ORCA input):
```
! wB97M-V def2-TZVPD RIJCOSX def2/J DEFGRID3
* xyz 0 6
C -2.13864 -0.71654 -3.32289
C -2.53392 -1.26499 -2.05853
C -2.76006 -0.17243 -1.15532
H -2.59834 -2.31927 -1.80997
C -2.47010 1.05139 -1.84627
C -2.13972 0.71478 -3.18524
H -1.96023 1.45349 -3.95470
H -1.95025 -1.29669 -4.22315
H -3.07368 -0.27152 -0.12245
H -2.49384 2.06644 -1.46176
Ir -0.66844 -0.20090 -1.88817
Br 1.02454 -1.92244 -2.34917
C 1.45747 0.64233 -4.15595
C 0.44795 1.45152 -4.69262
C -0.33976 0.64322 -5.59360
H 0.29460 2.51431 -4.50123
C 0.16923 -0.67321 -5.55723
C 1.35161 -0.66661 -4.75285
H 2.07787 -1.47329 -4.76509
H 2.21883 0.95469 -3.44989
H -1.15659 0.99801 -6.22591
H -0.20757 -1.54027 -6.08834
C -1.60484 2.05254 1.46862
C -1.14377 0.80886 2.23229
C -0.73707 1.19799 3.66189
C -2.33108 -0.16257 2.35422
P 0.31882 0.04322 1.29922
N 0.16159 0.30023 -0.32672
C 1.89218 0.98675 1.59269
C 2.50829 0.68583 2.97348
C 2.89491 0.67063 0.46961
C 1.59667 2.48679 1.43245
C 0.44493 -1.80915 1.63114
C 0.40266 -2.09746 3.14379
C -0.64946 -2.54157 0.83560
C 1.78388 -2.35578 1.13034
H -2.54708 2.38928 1.91922
H -1.77697 1.82532 0.41326
H -0.88978 2.87595 1.52487
H -1.64491 1.54597 4.17607
H -0.34198 0.34803 4.23112
H -0.00785 2.01209 3.69325
H -2.68255 -0.50749 1.37903
H -2.10774 -1.04858 2.96060
H -3.15020 0.39691 2.83716
H 2.90922 -0.33639 3.04833
H 3.35561 1.37737 3.11488
H 1.81587 0.86209 3.81177
H 3.28019 -0.35043 0.47457
H 2.43500 0.87614 -0.50455
H 3.74032 1.36168 0.60366
H 1.12766 2.65737 0.45413
H 0.97541 2.91369 2.22398
H 2.56248 3.01226 1.44388
H -0.54995 -1.87142 3.63485
H 0.58870 -3.17326 3.28513
H 1.21528 -1.57360 3.66928
H -0.57480 -2.25497 -0.22746
H -0.45579 -3.62350 0.87843
H -1.66830 -2.36409 1.19402
H 1.90836 -2.16695 0.05627
H 2.63902 -1.97501 1.69903
H 1.75609 -3.44676 1.26691
*
```

Expectation value of S²: 8.779
Kohn-Sham gap (spin up / spin down) (eV): 4.81 / 6.66

Löwdin atomic charges, in units of e: atom 1 (C): -0.272, atom 2 (C): -0.248, atom 3 (C): -0.246, atom 4 (H): 0.109, atom 5 (C): -0.246, atom 6 (C): -0.233, atom 7 (H): 0.091, atom 8 (H): 0.103, atom 9 (H): 0.067, atom 10 (H): 0.101, atom 11 (Ir): 1.123, atom 12 (Br): 0.263, atom 13 (C): -0.194, atom 14 (C): -0.147, atom 15 (C): -0.128, atom 16 (H): 0.099, atom 17 (C): -0.156, atom 18 (C): -0.258, atom 19 (H): 0.061, atom 20 (H): 0.086, atom 21 (H): 0.106, atom 22 (H): 0.095, atom 23 (C): -0.078, atom 24 (C): -0.588, atom 25 (C): -0.085, atom 26 (C): -0.082, atom 27 (P): 1.006, atom 28 (N): -0.414, atom 29 (C): -0.619, atom 30 (C): -0.077, atom 31 (C): -0.087, atom 32 (C): -0.094, atom 33 (C): -0.602, atom 34 (C): -0.080, atom 35 (C): -0.101, atom 36 (C): -0.115, atom 37 (H): 0.098, atom 38 (H): 0.037, atom 39 (H): 0.066, atom 40 (H): 0.095, atom 41 (H): 0.073, atom 42 (H): 0.065, atom 43 (H): 0.036, atom 44 (H): 0.067, atom 45 (H): 0.100, atom 46 (H): 0.069, atom 47 (H): 0.092, atom 48 (H): 0.064, atom 49 (H): 0.068, atom 50 (H): 0.065, atom 51 (H): 0.092, atom 52 (H): 0.086, atom 53 (H): 0.059, atom 54 (H): 0.093, atom 55 (H): 0.060, atom 56 (H): 0.094, atom 57 (H): 0.069, atom 58 (H): -0.020, atom 59 (H): 0.097, atom 60 (H): 0.068, atom 61 (H): -0.015, atom 62 (H): 0.068, atom 63 (H): 0.096

---

ORCA calculation (ωB97M-V with the def2-TZVPD basis set) on C22H37BrNO2P3Ru as an isolated structure.

Structure (ORCA input):
```
! wB97M-V def2-TZVPD RIJCOSX def2/J DEFGRID3
* xyz 4 5
P -1.68399 3.66838 0.55238
C -2.55235 3.54437 2.16002
H -3.32250 4.31811 2.29464
H -1.80630 3.58912 2.96528
H -3.03691 2.55611 2.16874
C -0.90628 5.32139 0.60646
H -0.31658 5.40255 -0.31927
H -0.20604 5.34522 1.45610
H -1.62075 6.15122 0.65470
C -3.09565 3.75086 -0.62684
H -3.61274 4.71977 -0.61656
H -3.80570 2.94577 -0.37588
H -2.70860 3.54969 -1.63731
P -1.43589 -2.62431 -2.08543
C -2.39367 -3.49435 -0.80775
H -2.85620 -4.38391 -1.26784
H -3.16396 -2.82251 -0.40144
H -1.72220 -3.80016 0.01066
C -2.68170 -2.13058 -3.29418
H -2.21612 -1.67891 -4.17616
H -3.32838 -1.37072 -2.83225
H -3.29973 -2.98670 -3.59959
C -0.20772 -3.87794 -2.56790
H -0.69315 -4.72240 -3.08147
H 0.32459 -4.22963 -1.67260
H 0.53329 -3.42370 -3.23147
P 3.62124 -0.17354 1.41537
C 3.68247 -1.04074 3.02161
H 4.72225 -1.28767 3.29063
H 3.09972 -1.96822 2.90364
H 3.18798 -0.41317 3.77612
C 4.73671 -1.26083 0.45192
H 5.66913 -1.46039 1.00180
H 4.94199 -0.79719 -0.52376
H 4.17394 -2.19628 0.28453
C 4.55187 1.37686 1.66759
H 5.63894 1.20990 1.69923
H 4.16197 1.89540 2.55632
H 4.31239 2.02003 0.80529
Ru 0.00123 -0.52397 -1.58871
C -1.51061 -0.07694 -0.52175
O -2.52230 0.20751 0.00588
C 0.67234 -1.58766 -0.10624
O 0.93109 -2.39230 0.69372
C 1.66451 -0.54473 -2.96178
C 1.95293 0.42412 -1.98788
C 1.05345 1.46276 -1.72829
C -0.15872 1.51319 -2.41555
C -0.44981 0.56493 -3.40325
C 0.47384 -0.45056 -3.69993
H 2.33982 -1.37931 -3.14123
H 2.88028 0.33746 -1.42077
H 1.24785 2.19569 -0.95497
H -0.86217 2.30825 -2.20364
H -1.38659 0.58618 -3.93791
H 0.22315 -1.19458 -4.45111
Br 1.79094 3.64957 3.46160
C 0.80602 1.98719 3.42008
C 0.34070 1.41146 4.59499
C -0.36913 0.21334 4.47856
C -0.54138 -0.34543 3.20340
N -0.09230 0.21529 2.07528
C 0.59140 1.35538 2.18551
H 0.54848 1.91719 5.53322
H -0.79976 -0.30384 5.32941
H -1.08354 -1.29203 3.11368
H 1.04014 1.83411 1.31005
*
```

Expectation value of S²: 6.033
Kohn-Sham gap (spin up / spin down) (eV): 3.80 / 3.42

Löwdin atomic charges, in units of e: atom 1 (P): 1.019, atom 2 (C): -0.208, atom 3 (H): 0.102, atom 4 (H): 0.041, atom 5 (H): 0.059, atom 6 (C): -0.203, atom 7 (H): 0.066, atom 8 (H): 0.036, atom 9 (H): 0.098, atom 10 (C): -0.193, atom 11 (H): 0.097, atom 12 (H): 0.069, atom 13 (H): 0.048, atom 14 (P): 0.844, atom 15 (C): -0.214, atom 16 (H): 0.086, atom 17 (H): 0.058, atom 18 (H): 0.058, atom 19 (C): -0.219, atom 20 (H): 0.046, atom 21 (H): 0.065, atom 22 (H): 0.082, atom 23 (C): -0.217, atom 24 (H): 0.081, atom 25 (H): 0.063, atom 26 (H): 0.037, atom 27 (P): 1.000, atom 28 (C): -0.202, atom 29 (H): 0.099, atom 30 (H): 0.066, atom 31 (H): 0.048, atom 32 (C): -0.200, atom 33 (H): 0.096, atom 34 (H): 0.063, atom 35 (H): 0.069, atom 36 (C): -0.208, atom 37 (H): 0.098, atom 38 (H): 0.026, atom 39 (H): 0.059, atom 40 (Ru): 0.870, atom 41 (C): -0.265, atom 42 (O): 0.078, atom 43 (C): -0.303, atom 44 (O): 0.043, atom 45 (C): -0.152, atom 46 (C): -0.198, atom 47 (C): -0.136, atom 48 (C): -0.166, atom 49 (C): -0.139, atom 50 (C): -0.143, atom 51 (H): 0.142, atom 52 (H): 0.094, atom 53 (H): 0.104, atom 54 (H): 0.101, atom 55 (H): 0.135, atom 56 (H): 0.139, atom 57 (Br): 1.023, atom 58 (C): -0.562, atom 59 (C): -0.027, atom 60 (C): 0.074, atom 61 (C): 0.001, atom 62 (N): 0.111, atom 63 (C): -0.184, atom 64 (H): 0.143, atom 65 (H): 0.153, atom 66 (H): 0.158, atom 67 (H): 0.089

---

ORCA calculation (ωB97M-V with the def2-TZVPD basis set) on C22H37BrNO2P3Sn as an isolated structure.

Structure (ORCA input):
```
! wB97M-V def2-TZVPD RIJCOSX def2/J DEFGRID3
* xyz 4 1
P 3.36600 -0.22103 0.26644
C 4.09299 -0.41637 1.90315
H 5.18170 -0.41144 1.77107
H 3.76147 -1.36828 2.33532
H 3.78407 0.41884 2.54176
C 3.71616 -1.79876 -0.57352
H 3.35954 -1.81191 -1.61295
H 3.25396 -2.63080 -0.02572
H 4.80941 -1.92517 -0.57047
C 4.44530 0.94891 -0.60097
H 5.46682 0.54892 -0.54328
H 4.39863 1.92309 -0.09868
H 4.13289 1.05734 -1.65034
P -0.95243 3.44327 -0.29261
C -1.08519 4.47811 1.20398
H -1.54247 5.44682 0.96078
H -0.08237 4.61979 1.62562
H -1.70727 3.95024 1.93890
C 0.03134 4.54982 -1.37381
H 0.00934 4.20294 -2.41509
H 1.07402 4.51926 -1.02730
H -0.34482 5.57905 -1.30708
C -2.63312 3.67268 -0.97915
H -2.85437 4.73872 -1.11026
H -3.34711 3.22732 -0.27482
H -2.72543 3.14686 -1.93627
P -2.85028 -2.06515 0.31279
C -3.51710 -2.35231 1.93616
H -4.22097 -3.19710 1.83994
H -4.06294 -1.46639 2.29372
H -2.72291 -2.62565 2.64908
C -4.13736 -1.78161 -0.89269
H -4.86505 -2.59744 -0.75974
H -3.73727 -1.79707 -1.91793
H -4.62982 -0.81625 -0.70414
C -1.85938 -3.46559 -0.20724
H -2.59187 -4.27946 -0.39389
H -1.16454 -3.78680 0.59144
H -1.28427 -3.26659 -1.13469
Sn -0.09219 0.33846 -1.42216
C 1.38525 0.99244 0.47420
O 1.34350 1.83722 1.29623
C -1.93803 -0.42919 0.23232
O -2.12631 0.50107 0.98117
C -1.44267 0.06334 -3.40600
C -0.78049 -1.15628 -3.15425
C 0.63096 -1.18746 -3.04409
C 1.37910 -0.00837 -3.27091
C 0.70871 1.21479 -3.49469
C -0.69801 1.25059 -3.52214
H -2.53137 0.07875 -3.50381
H -1.34982 -2.07724 -3.04476
H 1.13678 -2.12684 -2.81306
H 2.46595 -0.04610 -3.26517
H 1.29355 2.12652 -3.65499
H -1.22143 2.20054 -3.70458
Br 1.47059 -4.59085 2.24763
C 0.89190 -2.86457 2.84544
C 0.74969 -2.55310 4.19491
C 0.31550 -1.26699 4.53425
C 0.05224 -0.35036 3.50604
N 0.21350 -0.67264 2.22480
C 0.59469 -1.89096 1.87876
H 0.97886 -3.29730 4.94936
H 0.20315 -0.96835 5.57194
H -0.29424 0.65404 3.76699
H 0.69533 -2.16199 0.82906
*
```

Kohn-Sham gap (spin up / spin down) (eV): 5.08 / 5.47

Löwdin atomic charges, in units of e: atom 1 (P): 0.906, atom 2 (C): -0.173, atom 3 (H): 0.091, atom 4 (H): 0.067, atom 5 (H): 0.077, atom 6 (C): -0.181, atom 7 (H): 0.041, atom 8 (H): 0.050, atom 9 (H): 0.098, atom 10 (C): -0.190, atom 11 (H): 0.091, atom 12 (H): 0.080, atom 13 (H): 0.054, atom 14 (P): 0.794, atom 15 (C): -0.234, atom 16 (H): 0.080, atom 17 (H): 0.059, atom 18 (H): 0.059, atom 19 (C): -0.258, atom 20 (H): 0.029, atom 21 (H): 0.053, atom 22 (H): 0.076, atom 23 (C): -0.263, atom 24 (H): 0.075, atom 25 (H): 0.054, atom 26 (H): 0.024, atom 27 (P): 0.859, atom 28 (C): -0.131, atom 29 (H): 0.103, atom 30 (H): 0.097, atom 31 (H): 0.085, atom 32 (C): -0.147, atom 33 (H): 0.102, atom 34 (H): 0.065, atom 35 (H): 0.095, atom 36 (C): -0.149, atom 37 (H): 0.109, atom 38 (H): 0.050, atom 39 (H): 0.056, atom 40 (Sn): 1.335, atom 41 (C): -0.352, atom 42 (O): 0.053, atom 43 (C): -0.383, atom 44 (O): 0.020, atom 45 (C): -0.078, atom 46 (C): -0.114, atom 47 (C): -0.112, atom 48 (C): -0.093, atom 49 (C): -0.078, atom 50 (C): -0.100, atom 51 (H): 0.163, atom 52 (H): 0.138, atom 53 (H): 0.154, atom 54 (H): 0.145, atom 55 (H): 0.168, atom 56 (H): 0.160, atom 57 (Br): 0.811, atom 58 (C): -0.647, atom 59 (C): -0.051, atom 60 (C): 0.011, atom 61 (C): -0.099, atom 62 (N): 0.006, atom 63 (C): -0.277, atom 64 (H): 0.132, atom 65 (H): 0.135, atom 66 (H): 0.132, atom 67 (H): 0.070

---

The following F_max values (in eV Å⁻¹) correspond, in order, to the records above: 5.30 6.36 7.28.
The following DFT total energy values (in Eh) correspond, in order, to the records above: -3934.67698 -4757.02566 -4876.41986.